{
  "formula": "C70H50F12N9O11P2S2Ti",
  "method": "ωB97M-V with the def2-TZVPD basis set",
  "elements": ["Ti", "C", "N", "C", "N", "C", "C", "C", "C", "C", "C", "C", "C", "C", "C", "C", "C", "C", "C", "P", "C", "N", "C", "C", "N", "C", "C", "C", "C", "C", "C", "C", "C", "C", "C", "C", "C", "C", "C", "N", "C", "C", "N", "C", "C", "C", "C", "C", "C", "C", "C", "C", "C", "C", "C", "C", "H", "H", "H", "H", "H", "H", "H", "H", "H", "H", "H", "H", "H", "H", "H", "H", "H", "H", "H", "H", "H", "H", "H", "H", "H", "H", "H", "H", "H", "H", "H", "H", "H", "H", "H", "H", "H", "H", "H", "O", "C", "C", "O", "C", "C", "O", "C", "O", "O", "F", "C", "F", "F", "S", "O", "O", "N", "S", "O", "O", "C", "F", "F", "F", "O", "C", "N", "C", "C", "O", "N", "C", "C", "C", "C", "C", "C", "C", "C", "C", "C", "C", "C", "H", "H", "H", "H", "H", "H", "H", "H", "H", "H", "H", "F", "P", "F", "F", "F", "F", "F"],
  "positions_angstrom": [[-0.748048, 0.271773, -0.054006], [1.850281, -4.418700, 1.484814], [0.997432, -3.677922, 0.567174], [0.963172, -2.318430, 0.432949], [-0.137134, -1.948343, -0.210071], [-0.807807, -3.096364, -0.540366], [-0.121308, -4.180364, -0.053445], [-0.449572, -5.601546, -0.152446], [-1.782659, -6.004244, -0.064115], [-2.123755, -7.336705, -0.205712], [-1.141475, -8.294256, -0.420428], [0.187943, -7.906098, -0.494669], [0.529711, -6.569340, -0.371635], [-1.954777, -3.158347, -1.464598], [-3.162292, -2.535286, -1.190213], [-4.220093, -2.621250, -2.081414], [-4.073055, -3.341443, -3.256954], [-2.869008, -3.972473, -3.541978], [-1.815170, -3.882715, -2.649181], [2.479431, -1.464326, 0.973146], [1.921225, 0.109007, 1.673976], [0.793654, 0.783953, 1.517836], [0.873184, 1.859843, 2.369517], [2.080558, 1.837189, 3.009246], [2.727487, 0.712139, 2.567463], [3.996741, 0.209712, 3.037708], [2.604510, 2.697034, 4.080724], [2.071056, 2.585762, 5.361541], [2.569547, 3.366929, 6.391401], [3.603361, 4.260262, 6.152086], [4.138770, 4.374982, 4.876917], [3.641787, 3.595190, 3.844731], [-0.155291, 2.890186, 2.566354], [0.189236, 4.234184, 2.448817], [-0.772277, 5.217229, 2.611487], [-2.086287, 4.867541, 2.884549], [-2.427763, 3.531563, 3.036316], [-1.460562, 2.547579, 2.894960], [3.305892, -0.786130, -0.491663], [3.470653, 0.491673, -0.724669], [4.295523, 0.572201, -1.807853], [4.644443, -0.685242, -2.233207], [4.038137, -1.553564, -1.353200], [3.963989, -2.990953, -1.472382], [5.557213, -1.108721, -3.295577], [6.640587, -1.946517, -3.035313], [7.562432, -2.234982, -4.029060], [7.408918, -1.693093, -5.296646], [6.315030, -0.883313, -5.571155], [5.393114, -0.592754, -4.580245], [4.570840, 1.863831, -2.451048], [3.492032, 2.684138, -2.772577], [3.705418, 3.876082, -3.445586], [4.991362, 4.263230, -3.797966], [6.069944, 3.458822, -3.461189], [5.860237, 2.265358, -2.786795], [2.014214, -3.821248, 2.377019], [2.805396, -4.671328, 1.019676], [1.327513, -5.328874, 1.767892], [-2.548157, -5.263523, 0.120554], [-3.164021, -7.627678, -0.145393], [-1.411695, -9.336100, -0.531028], [0.962858, -8.643101, -0.658018], [1.564348, -6.272424, -0.483454], [-3.270751, -1.960458, -0.285753], [-5.143764, -2.105161, -1.856617], [-4.887453, -3.385115, -3.968112], [-2.740958, -4.510645, -4.472780], [-0.868345, -4.361503, -2.872983], [3.858197, -0.773663, 3.487244], [4.383131, 0.898792, 3.784991], [4.706007, 0.144349, 2.212107], [1.270022, 1.879188, 5.531652], [2.149249, 3.276210, 7.384486], [3.989500, 4.870894, 6.957940], [4.939498, 5.077696, 4.684948], [4.042555, 3.685076, 2.842614], [1.204363, 4.498568, 2.182241], [-0.498840, 6.259125, 2.502638], [-2.846523, 5.634812, 2.964995], [-3.447034, 3.242044, 3.239149], [-1.717141, 1.506241, 3.035764], [4.223136, -3.277589, -2.488804], [2.944427, -3.322362, -1.275675], [4.642331, -3.483909, -0.771159], [6.769708, -2.356964, -2.041159], [8.409665, -2.872549, -3.808765], [8.138049, -1.903570, -6.068996], [6.176362, -0.478028, -6.564740], [4.523025, 0.013328, -4.786232], [2.499271, 2.373648, -2.479434], [2.860143, 4.502440, -3.703707], [5.152304, 5.188671, -4.337421], [7.076711, 3.763478, -3.718268], [6.700014, 1.636019, -2.518428], [-0.113362, -1.243373, -5.896878], [-0.267266, -0.842985, -4.761386], [-1.612222, -0.608879, -4.070117], [-2.711648, -0.728934, -4.580849], [-1.237656, -0.200516, -2.715236], [0.144127, -0.074357, -2.589970], [0.565694, 0.365780, -1.433114], [0.845294, -0.501512, -3.773404], [2.046733, -0.637926, -3.982804], [-1.938152, -0.000480, -1.659813], [-4.936666, -2.341745, 2.213772], [-3.867555, -1.610740, 2.545181], [-2.782879, -2.348501, 2.330667], [-3.944954, -1.307936, 3.832891], [-3.824468, -0.025226, 1.528263], [-2.419277, -0.008028, 1.104773], [-4.228836, 1.000221, 2.427713], [-4.714501, -0.348565, 0.301105], [-6.296519, -0.322905, 0.354597], [-6.860959, -0.336684, 1.672210], [-6.791483, -1.240650, -0.628882], [-6.767778, 1.330492, -0.323812], [-8.096951, 1.327643, -0.542245], [-6.170818, 1.579877, -1.482006], [-6.499289, 2.306565, 0.534278], [1.137615, 3.104919, -0.447635], [-0.057089, 3.236419, -0.607119], [-0.616645, 4.350564, -1.214648], [-2.042501, 4.203005, -1.352245], [-2.249448, 2.929527, -0.498823], [-3.357343, 2.530820, -0.193292], [-1.055536, 2.373532, -0.174155], [-2.436707, 3.957046, -2.805435], [-2.194225, 4.972698, -3.728427], [-2.517374, 4.807206, -5.063044], [-3.084295, 3.614179, -5.494943], [-3.324319, 2.598721, -4.584706], [-3.006441, 2.768938, -3.241852], [-2.824692, 5.368755, -0.778003], [-2.184185, 6.479640, -0.248058], [-2.922227, 7.544090, 0.254712], [-4.306052, 7.495802, 0.249175], [-4.949592, 6.380870, -0.273403], [-4.215306, 5.331391, -0.795442], [-0.060858, 4.821066, -1.910127], [-1.761546, 5.908732, -3.391148], [-2.331469, 5.608568, -5.766510], [-3.340752, 3.480212, -6.538561], [-3.742564, 1.654996, -4.906826], [-3.216989, 1.970001, -2.541296], [-1.103516, 6.497541, -0.211483], [-2.409331, 8.408812, 0.658019], [-4.882832, 8.317959, 0.655529], [-6.030126, 6.326347, -0.272886], [-4.712450, 4.465990, -1.204772], [-0.474444, -1.421503, 2.751310], [0.049215, -1.932876, 4.199943], [0.370693, -0.399133, 4.620310], [0.615110, -2.451287, 5.620444], [1.576410, -2.044588, 3.580077], [-0.212551, -3.467007, 3.739314], [-1.434126, -1.821182, 4.799262]],
  "forces_ev_per_angstrom": [[0.2, 0.6, 0.8], [0.1, -0.1, 0.1], [-0.3, 0.2, 0.0], [0.1, -0.3, 0.0], [0.1, 0.2, 0.3], [0.0, -0.1, -0.2], [0.1, 0.1, 0.1], [-0.1, -0.1, 0.0], [0.0, 0.0, 0.1], [0.0, -0.1, 0.0], [0.0, 0.0, 0.0], [0.0, 0.0, 0.0], [0.0, 0.0, -0.1], [-0.1, -0.1, 0.0], [0.1, -0.1, 0.1], [0.0, 0.0, 0.0], [0.0, 0.0, 0.0], [-0.1, 0.0, 0.0], [0.1, 0.0, 0.0], [0.0, 0.2, 0.3], [-0.1, -0.2, -0.1], [-0.1, -0.4, 0.0], [0.2, 0.2, 0.0], [-0.2, 0.0, 0.0], [-0.1, 0.1, -0.1], [0.2, -0.1, 0.1], [0.1, 0.0, 0.0], [0.0, 0.0, 0.0], [0.0, 0.0, 0.0], [0.0, 0.0, 0.0], [0.0, 0.0, 0.0], [0.0, 0.0, 0.0], [-0.1, 0.0, 0.1], [0.0, 0.0, -0.1], [0.0, 0.0, 0.0], [-0.1, 0.0, 0.0], [0.1, 0.0, 0.0], [0.0, 0.0, 0.1], [-0.1, -0.1, -0.2], [-0.1, 0.0, 0.1], [-0.1, 0.0, -0.1], [0.3, -0.1, 0.4], [-0.2, 0.2, -0.2], [0.0, -0.1, 0.0], [0.0, 0.1, -0.2], [0.0, 0.0, 0.0], [0.0, 0.0, 0.0], [0.0, 0.0, 0.0], [0.0, 0.0, 0.0], [0.0, -0.1, 0.0], [0.1, 0.0, -0.1], [0.0, 0.0, 0.0], [0.0, 0.0, 0.0], [0.0, 0.0, 0.0], [0.0, 0.0, 0.0], [0.0, 0.0, 0.0], [0.0, 0.0, 0.0], [0.0, 0.0, 0.0], [0.0, 0.0, 0.0], [0.0, 0.0, 0.0], [0.0, 0.0, 0.0], [0.0, 0.0, 0.0], [0.0, 0.0, 0.0], [0.0, 0.0, 0.0], [0.0, -0.1, -0.1], [0.0, -0.1, 0.0], [0.0, 0.0, 0.0], [0.0, 0.0, 0.0], [0.0, 0.0, 0.0], [0.0, 0.0, 0.0], [0.0, 0.0, 0.0], [0.0, 0.0, 0.0], [0.0, -0.1, 0.0], [0.0, 0.0, 0.0], [0.0, 0.0, 0.0], [0.0, 0.0, 0.0], [0.0, 0.0, 0.0], [0.0, 0.0, 0.0], [0.0, 0.0, 0.0], [0.0, 0.0, 0.0], [-0.1, 0.0, 0.0], [0.0, 0.0, 0.0], [0.0, 0.0, 0.0], [0.0, 0.0, 0.0], [0.0, 0.0, 0.0], [0.0, 0.0, 0.0], [0.0, 0.0, 0.0], [0.0, 0.0, 0.0], [0.0, 0.0, 0.0], [-0.1, 0.1, 0.0], [-0.1, 0.0, 0.1], [0.0, 0.0, 0.0], [0.0, 0.0, 0.0], [0.0, 0.0, 0.0], [0.0, 0.0, 0.0], [-0.1, 0.2, 0.7], [0.1, -0.3, -0.8], [-0.5, 0.0, -0.3], [0.6, 0.1, 0.3], [-0.2, -0.3, 0.3], [0.0, 0.4, 0.2], [0.7, -0.2, -1.0], [0.6, -0.2, -0.2], [-0.5, 0.1, 0.1], [-0.3, 0.1, -0.7], [0.0, 0.0, 0.0], [0.1, -0.1, 0.0], [-0.3, 0.0, -0.1], [-0.1, 0.0, 0.0], [0.3, -0.2, 0.5], [-0.4, -0.2, 0.1], [-0.1, 0.1, 0.0], [-0.1, 0.4, -0.2], [-0.2, -0.1, 0.0], [0.0, 0.1, 0.0], [-0.1, 0.1, 0.0], [-0.1, 0.0, 0.0], [0.0, 0.0, 0.1], [0.1, 0.0, -0.1], [0.1, 0.0, 0.0], [0.1, -0.1, -0.1], [0.3, 0.0, 0.2], [0.0, 0.2, 0.1], [0.1, 0.0, -0.1], [-0.6, -0.2, 0.2], [0.1, -0.1, -0.1], [0.0, 0.3, -0.5], [-0.1, 0.0, 0.0], [0.0, 0.0, 0.0], [0.0, 0.0, 0.0], [0.0, 0.0, 0.0], [0.0, 0.0, 0.0], [0.0, -0.1, 0.0], [0.1, 0.1, 0.0], [0.0, 0.0, 0.0], [0.0, 0.0, 0.0], [0.0, 0.0, 0.0], [0.0, 0.0, 0.0], [0.0, 0.0, 0.0], [0.0, -0.1, 0.0], [0.0, 0.0, 0.0], [0.0, 0.0, 0.0], [0.0, 0.0, 0.0], [0.0, 0.0, 0.0], [0.0, 0.0, 0.0], [0.0, 0.0, 0.0], [0.0, 0.0, 0.0], [0.0, 0.0, 0.0], [0.0, 0.0, 0.0], [-0.1, -0.1, 0.0], [0.2, 0.0, 0.2], [0.0, 0.1, 0.1], [0.0, -0.1, 0.0], [0.0, 0.0, 0.0], [0.0, 0.0, 0.1], [0.0, 0.0, 0.0], [0.2, 0.0, 0.0]],
  "total_charge": -2,
  "s2": 0.753,
  "multiplicity": 2,
  "gap_ev": [7.02, 7.08],
  "max_force_ev_per_a": 1.2,
  "e_above_lowest_ev": 0.0000
}

=====

{
  "formula": "C10H23NO2P",
  "method": "ωB97M-V with the def2-TZVPD basis set",
  "elements": ["C", "C", "C", "C", "C", "C", "C", "C", "C", "C", "N", "O", "O", "P", "H", "H", "H", "H", "H", "H", "H", "H", "H", "H", "H", "H", "H", "H", "H", "H", "H", "H", "H", "H", "H", "H", "H"],
  "positions_angstrom": [[2.972932, -0.744460, 0.641508], [2.746719, 0.775716, 0.707473], [2.283464, -1.216247, -0.643180], [1.967441, 1.152420, -0.559171], [1.234205, -0.140993, -0.924560], [1.063660, 2.358426, -0.362688], [-2.671130, 1.631306, 1.340674], [-0.665032, -2.996997, 0.745355], [-2.858641, 0.471968, 0.368152], [-1.717919, 0.413754, -0.639392], [-2.099589, -0.444328, -1.802925], [-0.106257, -0.266248, 1.613024], [-0.716438, -1.955947, -0.230821], [-0.219421, -0.436889, 0.174767], [4.031384, -0.996648, 0.627976], [2.526704, -1.227107, 1.510199], [2.155965, 1.027994, 1.586803], [3.684449, 1.324347, 0.764871], [2.994107, -1.238214, -1.471150], [1.855907, -2.213780, -0.542928], [2.674501, 1.366314, -1.367852], [0.897748, -0.156456, -1.964944], [0.335956, 2.161100, 0.423727], [0.549304, 2.622542, -1.286271], [1.659600, 3.215920, -0.060444], [-1.755688, 1.505360, 1.909251], [-3.501797, 1.664149, 2.039217], [-2.633122, 2.579685, 0.810149], [0.093018, -3.724706, 0.458399], [-1.641204, -3.480023, 0.780115], [-0.426689, -2.579386, 1.724521], [-3.811496, 0.599604, -0.155992], [-2.899230, -0.463162, 0.932574], [-1.483166, 1.418068, -0.992895], [-1.885614, -1.416793, -1.484563], [-1.537766, -0.243595, -2.636349], [-3.096855, -0.346689, -2.032623]],
  "forces_ev_per_angstrom": [[0.1, -0.1, 0.0], [0.2, 0.1, -0.1], [-0.4, -0.5, 0.9], [-0.7, 0.2, 1.1], [2.3, 0.6, -1.3], [0.3, 0.2, -0.4], [-0.1, -0.1, -0.2], [0.0, -0.7, 0.7], [0.3, 0.1, 0.9], [-0.1, 0.6, 0.4], [0.1, -1.0, 1.0], [0.7, 0.5, 2.1], [0.9, 1.3, 0.4], [-2.4, -1.5, -2.8], [0.0, -0.1, 0.1], [0.1, -0.1, 0.1], [0.0, 0.1, 0.1], [0.0, 0.1, 0.1], [-0.2, 0.1, -0.3], [0.2, -0.1, -0.2], [-0.1, -0.2, -0.3], [-0.6, -0.1, 0.3], [-0.1, 0.1, 0.2], [-0.1, 0.0, 0.0], [0.0, 0.1, 0.1], [0.2, 0.0, 0.2], [0.0, 0.0, 0.1], [0.0, 0.1, 0.0], [0.0, 0.0, -0.1], [0.1, 0.0, 0.0], [-0.1, -0.2, -0.1], [0.2, -0.1, -0.2], [-0.3, 0.0, -0.1], [0.4, -0.1, -0.2], [-0.5, 0.2, -0.7], [0.7, 0.3, -1.1], [-0.9, 0.1, -0.4]],
  "total_charge": 1,
  "s2": 2.009,
  "multiplicity": 3,
  "gap_ev": [4.48, 5.82],
  "max_force_ev_per_a": 4.0
}